C37H37F3N7O2RbS as an isolated structure in a non-equilibrium geometry. Source: the Open Molecules 2025 dataset; level of theory: ωB97M-V/def2-TZVPD.

```
88
Properties=species:S:1:pos:R:3:forces:R:3
Rb -0.170 0.069 0.341 0.47 0.70 0.28
O 3.299 -0.965 -3.003 0.87 -0.35 -0.82
C 4.492 -0.779 -2.411 -0.31 -0.21 -0.50
C 5.651 -1.117 -3.115 0.05 0.00 0.01
C 6.893 -0.947 -2.533 -0.01 -0.02 -0.03
C 7.001 -0.438 -1.241 -0.08 0.01 0.01
C 5.847 -0.103 -0.553 0.06 0.06 0.09
C 4.586 -0.262 -1.117 -0.04 0.12 0.26
C 3.315 0.081 -0.391 0.57 0.06 -0.01
O 2.239 -0.178 -1.012 -0.56 0.22 0.79
N 3.493 0.657 0.784 -0.32 -0.17 0.22
N 2.338 0.839 1.516 0.55 0.42 -0.21
C 2.445 1.767 2.389 -0.42 -0.08 0.16
C 1.331 2.170 3.283 0.37 -0.03 -0.27
C 1.574 3.188 4.208 -0.17 0.02 -0.01
C 0.536 3.636 5.004 0.02 -0.01 0.01
C -0.716 3.057 4.865 -0.05 -0.04 -0.01
C -0.864 2.038 3.934 0.05 0.18 -0.06
N 0.124 1.599 3.166 0.27 -0.20 -0.03
H 2.642 -0.668 -2.305 -0.34 0.15 0.34
H 5.537 -1.517 -4.114 0.02 -0.01 -0.02
H 7.784 -1.218 -3.089 0.00 0.00 0.00
H 7.971 -0.307 -0.778 0.01 0.00 -0.01
H 5.891 0.300 0.450 0.01 0.00 0.02
H 3.375 2.338 2.468 -0.05 -0.07 0.04
H 2.560 3.631 4.267 0.01 0.00 0.00
H 0.699 4.439 5.714 -0.02 -0.01 -0.01
H -1.570 3.393 5.437 0.03 0.02 0.01
H -1.828 1.570 3.771 -0.01 -0.03 0.04
S 1.436 -5.148 -0.409 -0.18 0.01 -0.16
C 0.257 -4.732 -1.554 0.13 0.12 0.08
N -0.833 -5.503 -1.733 0.03 -0.19 0.10
C -1.863 -5.264 -2.726 -0.01 0.00 -0.01
C -2.006 -3.768 -2.940 -0.03 0.01 0.00
C -0.648 -3.188 -3.284 0.06 0.02 -0.01
N 0.355 -3.643 -2.325 0.08 0.13 0.04
H -0.890 -6.281 -1.100 -0.01 -0.01 -0.05
H -2.792 -5.703 -2.359 -0.02 0.05 0.00
H -1.604 -5.770 -3.667 -0.02 0.01 0.00
H -2.395 -3.294 -2.031 0.03 -0.01 -0.05
H -2.708 -3.561 -3.749 0.01 -0.01 -0.01
H -0.676 -2.099 -3.245 -0.06 -0.04 0.00
H -0.338 -3.489 -4.293 -0.03 0.03 0.00
H 1.145 -3.043 -2.144 0.06 -0.09 0.07
F -1.874 -0.852 -1.354 -0.53 -0.45 -0.24
C -2.814 -1.619 -0.516 0.10 0.13 0.06
F -2.084 -1.559 0.727 -0.72 -0.42 -0.19
F -3.766 -0.638 -0.284 -0.06 0.01 0.01
C -1.464 -0.826 6.211 -0.09 0.00 0.08
C -1.330 -1.659 4.981 -0.01 0.04 0.06
C -1.975 -2.809 4.586 0.09 0.04 -0.03
C -1.427 -3.123 3.318 0.02 -0.06 -0.17
N -0.513 -2.237 2.973 0.15 0.13 0.09
N -0.460 -1.363 3.995 0.03 0.02 -0.08
C -1.775 -4.221 2.370 -0.04 -0.07 0.02
H -2.131 -1.323 6.915 0.01 0.01 0.00
H -1.880 0.159 5.993 0.00 0.01 -0.03
H -0.503 -0.674 6.705 0.03 -0.01 -0.01
H -2.736 -3.341 5.132 -0.02 -0.03 0.01
H 0.076 -0.515 3.866 -0.03 -0.05 0.02
H -1.965 -5.159 2.896 0.00 -0.01 0.02
H -0.958 -4.370 1.665 0.03 -0.01 -0.01
H -2.662 -3.959 1.790 -0.02 0.04 0.00
C -2.202 1.630 -6.117 0.00 -0.01 0.00
C -0.950 1.105 -5.830 0.01 -0.01 -0.01
C -0.353 1.353 -4.602 0.01 -0.04 -0.04
C -0.988 2.126 -3.634 0.07 0.11 0.14
C -2.250 2.643 -3.930 0.01 0.00 -0.01
C -2.847 2.401 -5.153 -0.06 0.02 -0.01
C -0.330 2.375 -2.325 0.07 -0.06 -0.13
C -0.824 3.101 -1.351 -0.15 -0.12 0.03
C -1.334 3.778 -0.313 0.02 0.12 0.25
C -1.052 5.178 -0.052 0.08 -0.01 -0.10
C -1.545 5.823 1.052 0.01 0.17 0.09
C -2.370 5.203 2.001 0.07 -0.07 -0.12
C -2.685 3.860 1.752 -0.13 0.00 0.14
C -2.215 3.164 0.669 0.02 -0.08 -0.12
H -2.675 1.436 -7.072 0.00 0.00 -0.01
H -0.433 0.495 -6.563 -0.01 -0.01 -0.02
H 0.624 0.938 -4.379 0.03 -0.02 0.00
H -2.745 3.231 -3.166 -0.02 0.01 0.01
H -3.831 2.809 -5.356 0.00 -0.01 -0.02
H 0.642 1.874 -2.235 0.03 -0.06 0.01
H -0.411 5.711 -0.746 -0.01 -0.01 0.00
H -1.275 6.869 1.186 -0.01 -0.01 0.01
H -2.748 5.734 2.864 -0.02 0.00 0.02
H -3.343 3.331 2.439 -0.02 0.01 0.00
H -2.531 2.138 0.513 -0.01 -0.01 -0.01
```
Forces are in eV/Å.

The net charge is -2. The calculation puts the molecular weight at 786.28 g/mol. The energy relative to the best compared isomer or geometry (same formula, charge and spin) comes out at 39.32 kcal per mole.